No. 1
DFT (ωB97M-V/def2-TZVPD) results for a molecular structure, C13H48BeN4O15S4 at a distorted geometry.

CARTESIAN COORDINATES (ANGSTROEM)
Be  0.4339  -2.3688  -3.3220
N  3.5643  -1.9103  -0.7876
H  2.5195  -1.9748  -0.7235
H  4.0446  -2.7280  -0.4000
H  3.7955  -1.0665  -0.2707
H  3.8312  -1.8843  -1.7679
N  3.3388  1.9427  -1.5444
H  3.4601  1.4422  -2.4211
H  2.3888  1.6162  -1.2501
H  3.3147  2.9562  -1.6923
H  4.0909  1.7236  -0.8945
N  0.1335  1.8086  -3.5163
H  -0.7222  1.9165  -4.0603
H  0.7822  1.2073  -4.0128
H  -0.0660  1.2273  -2.6820
H  0.4849  2.7160  -3.1734
N  -2.7593  -1.8831  -1.0040
H  -2.6528  -2.7410  -1.5421
H  -1.8887  -1.3168  -1.1326
H  -2.7680  -2.2377  -0.0476
H  -3.5429  -1.2946  -1.2786
C  0.4329  -0.5186  -1.0727
O  -0.5760  -0.4690  -1.8987
O  1.1208  0.5205  -0.8309
O  0.8542  -1.7387  -0.8891
O  -2.7543  0.2130  0.7923
S  -3.1406  1.6196  0.6207
O  -4.5151  2.0228  0.6711
O  -2.3095  2.4604  1.7810
C  -2.7682  3.7913  2.0018
C  -1.9732  4.1837  3.2480
C  -2.4617  2.2982  -0.8811
H  -3.8423  3.8102  2.1852
H  -2.5831  4.4718  1.1649
H  -0.8861  4.2230  3.1853
H  -2.3162  3.6188  4.1118
H  -2.1980  5.2331  3.4641
H  -1.4125  2.0114  -0.9479
H  -2.5679  3.3817  -0.8788
H  -3.0118  1.8712  -1.7197
O  1.1563  -4.4741  2.9062
S  0.3865  -3.8307  3.9638
O  0.6856  -4.1275  5.3334
O  0.5787  -2.2071  3.7345
C  0.4659  -1.6704  2.4533
C  0.3858  -0.1365  2.5980
C  -1.4113  -4.0248  3.6598
H  -0.4289  -1.9503  1.8889
H  1.3841  -1.9267  1.9144
H  0.1661  0.3881  1.6664
H  1.3080  0.3011  2.9767
H  -0.4745  -0.0178  3.2565
H  -1.7218  -3.4925  2.7597
H  -1.9419  -3.4411  4.4143
H  -1.7520  -5.0560  3.6977
O  1.1433  3.8053  -1.9615
S  1.2257  4.7107  -0.8080
O  2.2744  5.6905  -0.7012
O  -0.1846  5.4342  -0.6876
C  -0.2199  6.6170  0.1709
C  -1.5003  7.4279  -0.0382
C  1.1052  3.6561  0.7145
H  0.6695  7.2294  0.0626
H  -0.3587  6.2853  1.2023
H  -1.4027  8.3397  0.5543
H  -2.4074  6.9113  0.2705
H  -1.6617  7.8497  -1.0314
H  0.8701  4.2826  1.5719
H  1.9283  2.9764  0.9266
H  0.2246  3.0397  0.5246
O  2.5909  -4.5894  -0.1818
S  1.4081  -4.9287  -0.9333
O  1.1839  -4.2943  -2.2509
O  1.3815  -6.5301  -1.0283
C  0.8811  -7.1874  -2.2209
C  1.7287  -7.0048  -3.4539
C  -0.0368  -4.6407  0.1466
H  -0.1086  -6.7505  -2.3836
H  0.7411  -8.2366  -1.9671
H  1.4458  -6.0955  -3.9830
H  1.6127  -7.8935  -4.0721
H  2.7894  -6.9188  -3.2125
H  -0.2731  -3.5779  0.2076
H  0.1828  -5.0354  1.1370
H  -0.8944  -5.0612  -0.3814

Its charge is +4. The HOMO-LUMO gap comes out at 0.08912 Ha. Its highest occupied orbital energy is -0.709 Eh. For the energy above the lowest of the compared OMol25 structures with the same formula, charge and spin, the calculation gives 34.68 kcal per mole. For the LUMO energy, the calculation gives -16.881 eV.

No. 2
DFT (ωB97M-V/def2-TZVPD) results for a molecular structure, C13H48F2InNO17S2 at a distorted geometry.

CARTESIAN COORDINATES (ANGSTROEM)
In  -3.0201  1.8194  -1.3547
O  -6.9664  -2.2276  -2.5269
C  -5.8761  -2.7337  -1.7669
C  -4.4053  -2.2435  -2.0975
O  -4.1693  -0.9770  -2.6366
H  -5.8896  -3.8150  -1.9036
H  -6.1254  -2.5699  -0.7185
H  -3.9858  -2.9048  -2.8556
H  -3.6699  -2.4334  -1.3156
N  -0.7906  1.0011  0.1467
S  0.1921  1.4921  1.1950
O  1.6243  1.4651  0.9747
O  -0.2073  1.3792  2.6076
F  -0.1218  3.0651  0.8694
S  -0.1914  -0.5905  0.3439
O  -0.4156  -1.2233  1.6299
O  1.0649  -0.9113  -0.3388
F  -1.3284  -1.3515  -0.4686
C  4.4524  -0.0868  -0.3727
O  3.8788  -1.2967  0.0402
H  5.4489  0.0066  0.0592
H  4.4966  -0.0580  -1.4614
H  3.8568  0.7680  -0.0523
H  2.9210  -1.2365  0.0170
C  3.5283  -1.8244  -3.3910
O  3.1356  -3.0313  -4.0677
H  2.8548  -1.6291  -2.5565
H  4.5561  -1.8210  -3.0280
H  3.5283  -0.9937  -4.0967
H  3.6910  -3.0020  -4.8502
C  4.8028  2.2425  2.8408
O  4.9742  3.5860  2.5027
H  3.7303  2.0547  2.8933
H  5.1802  1.5827  2.0596
H  5.2143  2.0006  3.8207
H  4.3354  4.0482  3.0503
C  -2.7420  3.4629  2.9647
O  -3.0131  3.0228  1.6448
H  -2.4788  2.6165  3.5991
H  -1.9154  4.1676  3.0559
H  -3.7236  3.8045  3.2930
H  -3.8262  3.4668  1.3930
C  1.6290  1.8849  -2.2630
O  2.2851  2.7225  -3.2482
H  1.3964  0.8975  -2.6618
H  2.2598  1.7566  -1.3834
H  0.7520  2.4918  -2.0381
H  1.6130  2.8411  -3.9232
C  1.4486  -4.3905  0.9006
O  1.8791  -4.2104  2.2536
H  0.3843  -4.6255  0.9119
H  1.5149  -3.4504  0.3530
H  1.9061  -5.2800  0.4676
H  2.0069  -5.0519  2.6977
C  -1.1013  -0.9151  4.9389
O  -0.8137  -2.1195  4.2356
H  -1.9431  -0.4253  4.4493
H  -1.2343  -1.1463  5.9957
H  -0.2906  -0.1911  4.8569
H  -0.7475  -1.9300  3.2968
C  -4.0089  -0.9567  1.8659
O  -4.1626  0.0811  0.9309
H  -4.5735  -1.7891  1.4460
H  -2.9603  -1.2513  1.9060
H  -4.2721  -0.7108  2.8947
H  -5.0959  0.0550  0.7077
C  -0.9739  -0.1409  -4.4525
O  -1.4707  -0.2171  -3.1156
H  -1.6447  0.5322  -4.9863
H  0.0268  0.2857  -4.5210
H  -1.0173  -1.1553  -4.8489
H  -2.2745  -0.7412  -3.1423
C  0.4403  6.6406  2.2408
O  1.8619  6.5710  1.9512
H  0.3618  7.0929  3.2294
H  -0.0146  7.3427  1.5421
H  -0.1228  5.7074  2.2540
H  2.1958  7.4682  2.0223
C  -0.0151  -3.5473  -2.8685
O  1.1679  -4.1863  -2.4369
H  -0.7755  -3.9475  -2.1980
H  0.0599  -2.4707  -2.7155
H  -0.1939  -3.9068  -3.8819
H  1.9125  -3.7055  -2.8055

The HOMO-LUMO gap comes out at 0.12686 Ha. Its highest occupied orbital energy is -0.334 Eh. For the energy above the lowest of the compared OMol25 structures with the same formula, charge and spin, the calculation gives 80.39 kcal per mole. For the LUMO energy, the calculation gives -5.646 eV.

No. 3
DFT (ωB97M-V/def2-TZVPD) results for 11 unconnected molecules or ions with the total composition C13H48N4O11 at a distorted geometry.

CARTESIAN COORDINATES (ANGSTROEM)
N  0.0779  0.4744  3.1846
C  0.2059  1.6404  3.7026
N  0.9499  1.6934  4.7906
O  -0.2721  2.8464  3.2126
H  -0.1221  0.5394  2.2046
H  0.5049  -0.3416  3.5636
H  0.8139  2.6104  5.2676
H  1.0869  0.8744  5.4226
N  1.3219  0.7844  -3.3164
C  1.5399  0.1664  -4.4634
N  1.7759  1.0034  -5.3994
O  1.5589  -1.1966  -4.6874
H  1.2069  0.0654  -2.5164
H  1.8589  1.6264  -3.1294
H  1.7289  0.7274  -6.4114
H  1.8469  2.0674  -5.1864
C  -0.9951  4.4914  0.5126
C  0.4919  4.3524  0.5716
O  0.8609  4.2234  -0.7884
H  -1.4001  3.6284  -0.0644
H  -1.1071  5.4264  -0.1334
H  -1.4011  4.6254  1.5306
H  0.7369  3.5544  1.2726
H  0.7839  5.3174  1.0896
H  0.8599  5.1574  -1.0554
C  -1.5631  -0.5046  0.1856
C  -1.1121  0.9124  -0.3524
O  -0.0661  1.4254  0.4196
H  -0.7561  -1.2206  0.3786
H  -2.2391  -0.7826  -0.6514
H  -2.1521  -0.3256  1.1366
H  -1.9891  1.5634  -0.2074
H  -0.7031  0.8284  -1.4064
H  0.1089  2.3654  0.1726
C  -2.8001  -4.0506  0.7436
O  -1.8591  -4.3766  -0.2544
H  -3.5211  -4.9106  0.9736
H  -3.4141  -3.1706  0.4666
H  -2.1801  -3.9586  1.6626
H  -1.6801  -5.2546  -0.1044
C  0.8139  -3.2046  2.3116
O  2.2459  -3.1146  2.4986
H  0.4129  -3.8196  3.1006
H  0.5439  -3.6826  1.2846
H  0.3449  -2.2016  2.4236
H  2.5899  -3.9616  2.2786
C  -2.3191  -0.5366  5.2146
O  -2.1021  -1.1156  3.9376
H  -1.4691  -0.8546  5.8336
H  -3.2701  -0.9236  5.6556
H  -2.2671  0.5534  5.1776
H  -1.7661  -0.3846  3.4156
C  2.9269  1.3714  0.6246
O  4.2219  1.4254  1.1196
H  2.5409  2.3204  0.2956
H  2.2279  0.8094  1.3626
H  2.7969  0.7474  -0.2194
H  4.7719  2.0694  0.7376
C  -0.9921  -2.5516  -2.8444
O  -2.2241  -3.1876  -2.7084
H  -1.0371  -1.4606  -2.8134
H  -0.4691  -2.7676  -3.8074
H  -0.2221  -2.6666  -2.0204
H  -2.1331  -3.6226  -1.8734
C  -1.7101  1.0434  -4.9744
O  -0.8361  1.9834  -4.4044
H  -2.4241  1.4664  -5.6004
H  -2.1181  0.3724  -4.1814
H  -1.2561  0.3804  -5.7274
H  0.0239  1.4774  -4.1044
C  1.9539  -2.0026  -0.5154
O  2.2199  -1.3136  -1.7274
H  1.5439  -1.3506  0.3136
H  2.9229  -2.2166  -0.0964
H  1.4109  -2.9516  -0.5994
H  3.1169  -1.0266  -1.7054

The HOMO-LUMO gap comes out at 0.34792 Ha. Its highest occupied orbital energy is -0.336 Eh. For the energy above the lowest of the compared OMol25 structures with the same formula, charge and spin, the calculation gives 63.16 kcal per mole. For the LUMO energy, the calculation gives 0.320 eV. Its structure (SMILES) is NC(N)=O.NC(N)=O.CCO.CCO.CO.CO.CO.CO.CO.CO.CO.

No. 4
DFT (ωB97M-V/def2-TZVPD) results for 15 unconnected molecules or ions with the total composition C13H48O20S at a distorted geometry.

CARTESIAN COORDINATES (ANGSTROEM)
C  -3.9328  -1.3953  0.2568
C  -3.7612  -0.1507  0.6997
C  -2.8892  0.1384  1.8715
O  -2.5795  -0.7214  2.6662
O  -2.4515  1.4115  1.8882
C  -1.4416  1.6912  2.8616
C  -0.0228  1.6385  2.2988
C  0.2331  0.5590  1.2415
C  1.1112  -0.5767  1.7450
C  1.3893  -1.6094  0.6431
C  0.1410  -2.4667  0.3308
C  -0.6856  -2.0436  -0.8832
O  -0.8980  -3.3309  -1.6205
S  -1.3758  -3.0017  -3.0910
O  -0.8238  -3.8301  -4.1077
O  -2.7890  -2.8910  -2.9975
O  -0.5534  -1.6505  -3.2186
C  -0.0395  -1.1693  -1.9309
C  -0.4261  0.3026  -1.9273
C  -1.6746  0.7462  -2.2740
H  -3.8004  -2.2178  0.9494
H  -4.2618  -1.6297  -0.7438
H  -4.2319  0.6712  0.1747
H  -1.4977  1.0756  3.7539
H  -1.6146  2.7106  3.1934
H  0.1609  2.6069  1.8310
H  0.6898  1.5848  3.1137
H  -0.6743  0.1835  0.7702
H  0.8114  1.0255  0.4476
H  2.0884  -0.1911  2.0577
H  0.6531  -1.1004  2.5866
H  2.1227  -2.2837  1.0780
H  1.8690  -1.1709  -0.2264
H  -0.5092  -2.3809  1.2021
H  0.3876  -3.5198  0.2652
H  -1.7140  -1.7725  -0.6643
H  1.0336  -1.2403  -2.0587
H  0.3265  0.9981  -1.5737
H  -1.8531  1.2876  -3.1899
H  -2.5647  0.5261  -1.6866
O  -0.9946  4.8028  3.4901
H  -1.6271  5.3030  2.9645
H  -0.9587  5.2639  4.3366
O  -0.6514  -2.2241  -6.9579
H  -1.0148  -1.3473  -6.7982
H  -0.9511  -2.7371  -6.1958
O  3.1753  1.0651  3.3244
H  4.1070  0.9441  3.0943
H  3.1859  1.8326  3.9066
O  -2.6458  3.3640  -3.5118
H  -3.1988  3.9307  -4.0591
H  -2.6601  3.7786  -2.6432
O  -3.2205  -4.3286  0.9394
H  -3.9939  -4.8592  1.1555
H  -2.4768  -4.9165  1.1044
O  4.3868  -1.5263  -0.0930
H  5.0827  -0.9529  -0.4278
H  4.4825  -2.3366  -0.6029
O  0.0330  -0.7293  -9.9249
H  -0.3275  0.1488  -9.7735
H  -0.2721  -1.2470  -9.1699
O  3.4973  -1.7799  -3.2042
H  2.8984  -2.5131  -3.0272
H  3.3664  -1.5930  -4.1397
O  1.8218  2.4528  -0.7894
H  2.7534  2.2545  -0.9424
H  1.8374  3.1983  -0.1844
O  2.8288  -4.2617  2.1585
H  2.4475  -4.2560  3.0420
H  3.4370  -5.0071  2.1673
O  5.7291  1.4129  3.0093
H  6.4096  2.0729  3.1710
H  6.0184  0.9709  2.2047
O  -5.1640  2.8389  1.2174
H  -5.9711  2.3596  1.4270
H  -4.4534  2.2149  1.4131
O  -1.0697  4.2541  6.4260
H  -1.8646  3.7461  6.6149
H  -0.3472  3.6618  6.6541
O  4.3506  2.5279  0.6513
H  4.0762  3.4210  0.8803
H  3.9869  1.9827  1.3599

The HOMO-LUMO gap comes out at 0.27387 Ha. Its highest occupied orbital energy is -0.278 Eh. For the LUMO energy, the calculation gives -0.100 eV.

No. 5
DFT (ωB97M-V/def2-TZVPD) results for 11 unconnected molecules or ions with the total composition C13H49O14P at a distorted geometry.

CARTESIAN COORDINATES (ANGSTROEM)
C  10.9034  -18.2986  -14.8372
O  11.0938  -18.6221  -13.4661
P  12.3191  -17.9813  -12.6451
O  12.6995  -16.5959  -13.0536
O  12.0446  -18.3074  -11.0931
C  12.7636  -17.6177  -10.0820
O  13.4751  -19.0865  -13.0196
C  13.2199  -20.4605  -12.7496
H  10.8520  -19.2278  -15.4024
H  11.7166  -17.7338  -15.3003
H  10.0489  -17.6422  -14.9954
H  12.0883  -17.3183  -9.2807
H  13.3026  -16.7592  -10.4798
H  13.4381  -18.3443  -9.6251
H  12.2368  -20.6253  -12.3059
H  13.9309  -20.7554  -11.9755
H  13.3211  -21.0762  -13.6391
C  11.9176  -24.3189  -14.6034
O  12.4481  -23.1335  -15.0929
H  10.8267  -24.3822  -14.6395
H  12.4203  -25.2241  -14.9458
H  12.0268  -24.2634  -13.5138
H  11.8975  -22.8213  -15.8271
C  10.8809  -20.9883  -9.4583
O  10.7318  -20.5215  -8.0938
H  10.7636  -22.0720  -9.4673
H  10.0807  -20.6399  -10.1135
H  11.8381  -20.7913  -9.9418
H  10.6990  -19.5631  -8.1698
C  15.6188  -22.7718  -14.1070
O  15.0930  -22.1756  -15.2777
H  15.1151  -23.7222  -13.8878
H  16.6284  -23.1809  -14.1623
H  15.4851  -22.1856  -13.1965
H  14.1430  -22.3505  -15.2531
C  15.9602  -15.5786  -11.4844
O  16.0481  -14.6893  -10.3693
H  16.0419  -16.6133  -11.1506
H  14.9844  -15.3598  -11.9198
H  16.7269  -15.3604  -12.2286
H  16.8683  -14.1998  -10.4609
C  8.7248  -16.6931  -8.5641
O  8.3281  -16.6078  -7.2074
H  8.9832  -17.6993  -8.9174
H  8.0007  -16.3450  -9.2969
H  9.6765  -16.1814  -8.7387
H  9.1056  -16.8233  -6.6865
C  11.8436  -21.3243  -17.9619
O  10.9049  -21.9388  -17.0763
H  12.1028  -20.4064  -17.4248
H  12.8187  -21.8108  -18.0112
H  11.3456  -21.0774  -18.8961
H  10.1668  -22.2270  -17.6179
C  12.1592  -11.9085  -12.6623
O  11.7470  -13.1906  -12.2509
H  11.9626  -11.0844  -11.9830
H  13.2483  -11.9594  -12.7822
H  11.8073  -11.7838  -13.6904
H  12.0983  -13.8533  -12.8527
C  10.2459  -14.7546  -16.4331
O  11.6085  -15.0925  -16.2848
H  10.0047  -14.0217  -15.6608
H  10.0962  -14.3428  -17.4319
H  9.6402  -15.6470  -16.2589
H  11.9298  -14.5939  -15.5265
C  14.9242  -13.7506  -14.3742
O  13.6369  -14.3768  -14.2830
H  15.1296  -13.3586  -13.3723
H  15.6924  -14.5190  -14.4727
H  15.0530  -12.9164  -15.0582
H  13.7368  -15.2607  -13.9106
C  14.5496  -21.7810  -8.4520
O  15.6323  -21.4049  -7.6570
H  13.5857  -21.6314  -7.9593
H  14.4703  -21.1294  -9.3268
H  14.5709  -22.8412  -8.7124
H  16.3581  -20.9631  -8.0964

The HOMO-LUMO gap comes out at 0.36010 Ha. Its highest occupied orbital energy is -0.351 Eh. For the energy above the lowest of the compared OMol25 structures with the same formula, charge and spin, the calculation gives 11.95 kcal per mole. For the LUMO energy, the calculation gives 0.237 eV. Its structure (SMILES) is COP(=O)(OC)OC.CO.CO.CO.CO.CO.CO.CO.CO.CO.CO.

No. 6
DFT (ωB97M-V/def2-TZVPD) results for a molecular structure, C13H4BrF5HgO3 at a distorted geometry.

CARTESIAN COORDINATES (ANGSTROEM)
Hg  0.8243  0.6134  0.8134
F  -3.9768  -2.5027  5.6704
C  -3.0622  -1.7166  5.0677
C  -3.0427  -1.5945  3.6799
F  -3.9012  -2.3222  2.9387
C  -2.1578  -0.7276  3.0776
F  -2.1287  -0.6538  1.7297
C  -1.2047  0.0708  3.7995
O  -0.4724  0.9299  3.2704
C  -1.1896  -0.2103  5.2087
F  -0.2528  0.3986  5.9623
C  -2.1143  -1.0280  5.8225
F  -2.1047  -1.1936  7.1607
Br  3.4966  -1.9995  -5.7980
C  2.6213  -0.6267  -4.8080
C  2.4871  0.6260  -5.3781
C  1.8583  1.6211  -4.6520
C  1.3493  1.3589  -3.3881
C  1.4629  0.0886  -2.8513
C  2.1230  -0.9103  -3.5497
C  0.6505  2.5379  -2.6139
O  0.6159  3.5878  -3.2434
O  0.2224  2.2576  -1.4898
H  2.8703  0.8147  -6.3704
H  1.7483  2.6133  -5.0588
H  1.0323  -0.1379  -1.8810
H  2.2454  -1.8942  -3.1191

Its charge is -1. The HOMO-LUMO gap (spin up / spin down) comes out at 0.28705 / 0.15364 Ha. Its highest occupied orbital energy (spin up / spin down) is -0.205 / -0.187 Eh. As for the expectation value of S²: 0.778. For the LUMO energy (spin up / spin down), the calculation gives 2.226 / -0.897 eV. The spin multiplicity is 2.

Respective electronic energy values: -94629.304 -82820.891 -42735.965 -66040.047 -52226.116 -107492.871 eV.